DFT (ωB97M-V/def2-TZVPD) results for a structure of composition C18H17F6N5O6S3V.

The geometry in XYZ format:
```
56
Properties=species:S:1:pos:R:3:forces:R:3
V 0.13414 -0.18057 -0.89555 -0.3 0.0 -0.3
C 3.71983 2.24233 -0.26966 0.0 0.0 0.0
C 2.34629 1.73191 -0.53812 -0.2 0.1 0.0
N 1.95182 0.54340 -0.24335 0.1 0.0 0.1
N 2.88219 -0.32196 0.36196 0.0 0.0 0.0
C 2.85334 -0.41982 1.74103 0.0 0.0 0.0
N 3.26908 -1.62776 2.19179 0.0 0.0 0.0
S 2.44142 0.82488 2.74342 0.0 0.0 0.0
C 1.28553 2.53928 -1.18622 0.0 -0.2 0.1
C 1.42066 3.87966 -1.51103 -0.1 0.0 0.0
C 0.35183 4.54156 -2.09560 0.0 0.0 0.0
C -0.82255 3.84855 -2.33475 0.0 0.0 0.0
C -0.88795 2.51208 -1.98111 0.0 0.1 0.0
N 0.13515 1.86541 -1.42500 0.1 0.2 0.0
H 3.93086 2.16432 0.79708 0.0 0.0 0.0
H 4.44115 1.62203 -0.80407 0.0 0.0 0.0
H 3.84226 3.27325 -0.58388 0.0 0.0 0.0
H 2.84068 -1.21176 -0.12336 0.0 0.0 0.0
H 3.16314 -2.44804 1.61546 0.0 0.0 0.0
H 3.21437 -1.76278 3.18670 0.0 0.0 0.0
H 2.33797 4.40903 -1.30548 0.0 0.0 0.0
H 0.43873 5.58847 -2.35332 0.0 0.0 0.0
H -1.68110 4.32678 -2.78373 0.0 0.0 0.0
H -1.78954 1.93346 -2.13669 0.0 0.0 0.0
F -1.16912 -5.23661 1.37869 0.0 0.0 0.0
C -0.22862 -4.32071 1.20400 0.0 0.0 0.0
F 0.06932 -3.76916 2.37761 0.0 0.0 0.0
F 0.86966 -4.90653 0.72034 0.0 0.0 0.0
S -0.78170 -3.03595 0.00860 0.0 0.1 0.2
O 0.38669 -2.14307 -0.01853 -0.2 -0.1 -0.1
O -1.09965 -3.73735 -1.18925 0.0 0.0 0.0
N -2.04220 -2.43420 0.71787 0.3 0.2 -0.1
S -2.27561 -0.93049 1.13790 0.3 -0.1 0.1
O -1.17162 -0.02014 0.82819 -0.1 -0.2 -0.1
O -3.59888 -0.50660 0.83403 0.0 0.0 0.0
C -2.17535 -1.00289 2.97572 -0.1 0.0 0.0
F -0.95125 -1.34300 3.36410 0.0 0.0 0.0
F -3.04497 -1.89081 3.44876 0.0 0.0 0.0
F -2.46882 0.19875 3.46564 0.0 0.0 0.0
C -3.31893 -1.22799 -3.36865 0.0 0.0 0.0
C -1.86887 -0.98920 -3.04143 0.0 0.0 0.0
O -1.63435 -0.63817 -1.86621 0.1 0.0 0.1
C -0.84727 -1.16267 -4.04302 0.0 0.0 0.0
C -1.23991 -1.48262 -5.36702 0.0 0.0 0.0
C -0.33544 -1.69006 -6.36876 0.0 0.0 0.0
C 1.03742 -1.59689 -6.06802 0.0 0.0 0.0
C 1.46284 -1.29933 -4.80579 0.0 0.0 0.0
C 0.54940 -1.06100 -3.73999 -0.1 0.0 0.1
O 1.03460 -0.78637 -2.57966 0.1 0.1 0.0
H -3.90212 -1.09141 -2.46182 0.0 0.0 0.0
H -3.46406 -2.24100 -3.74399 0.0 0.0 0.0
H -3.66535 -0.53142 -4.13353 0.0 0.0 0.0
H -2.29330 -1.56545 -5.59673 0.0 0.0 0.0
H -0.66804 -1.92845 -7.36919 0.0 0.0 0.0
H 1.76764 -1.76757 -6.85027 0.0 0.0 0.0
H 2.51578 -1.23195 -4.56437 0.0 0.0 0.0
```
Forces are in eV/Å.

Summary:
LUMO level (alpha / beta) ... -0.7080 / -0.9160 eV
Spin multiplicity ... 4
Highest occupied orbital energy (alpha / beta) ... -7.0 / -8.1 eV
Kohn-Sham gap (alpha / beta) ... 6.3367 / 7.1819 eV
Net charge ... 0
Maximum force ... 0.0088 hartree/bohr